Molecular formula: C19H25AsClFeN4O8S
Method: DFT, ωB97M-V/def2-TZVPD

XYZ file:
```
60
Properties=species:S:1:pos:R:3
Fe 1.10 0.78 -0.43
O 1.92 1.53 3.80
As 1.84 0.62 2.29
O 1.92 1.77 1.08
O 0.46 -0.28 2.26
C 3.51 -0.36 2.37
C 4.13 -0.45 3.61
C 5.35 -1.11 3.74
C 5.95 -1.68 2.64
C 5.33 -1.60 1.40
C 4.12 -0.94 1.26
S 3.41 -0.91 -0.39
O 1.98 -1.24 -0.15
O 4.13 -1.89 -1.16
O 3.46 0.46 -0.90
H 1.92 2.47 3.58
H 3.67 0.01 4.47
H 5.82 -1.17 4.72
H 6.89 -2.20 2.73
H 5.78 -2.05 0.52
N -0.50 -0.44 -0.67
C -1.72 0.34 -0.93
C -2.98 -0.21 -0.26
C -2.93 -0.60 1.22
C -2.61 0.51 2.23
N -3.16 1.82 1.86
C -4.44 2.07 1.65
N -4.78 3.04 0.81
N -5.38 1.35 2.29
C -1.43 1.84 -0.68
O -2.41 2.61 -0.63
O -0.23 2.20 -0.56
H -0.37 -1.21 -1.32
H -0.47 -0.82 0.28
H -1.89 0.31 -2.01
H -3.29 -1.10 -0.81
H -3.77 0.54 -0.42
H -2.19 -1.39 1.39
H -3.90 -1.05 1.46
H -1.53 0.65 2.33
H -2.96 0.23 3.23
H -2.56 2.39 1.28
H -4.09 3.23 0.07
H -5.75 3.25 0.63
H -5.11 0.77 3.07
H -6.35 1.55 2.17
Cl -1.33 1.32 -4.50
C -0.54 -0.21 -4.26
C -1.15 -1.34 -4.75
C -0.53 -2.58 -4.60
C 0.71 -2.66 -3.98
C 1.32 -1.53 -3.50
C 0.71 -0.25 -3.60
C 1.33 0.88 -3.02
H -2.10 -1.26 -5.26
H -1.01 -3.47 -4.99
H 1.20 -3.62 -3.88
H 2.29 -1.60 -3.01
H 0.88 1.86 -3.10
H 2.36 0.81 -2.69
```

* LUMO energy (spin up / spin down): -0.81 / -0.80 eV
* F_max: 2.81 eV/Å
* calculated total energy: -161032.8462 eV
* <S²>: 1.023
* spin multiplicity: 2
* energy above the lowest of the compared OMol25 structures with the same formula, charge and spin: 39.3 kcal per mole
* HOMO energy (spin up / spin down): -7.02 / -7.00 eV